No. 1
C53H43Br2Cl4N2O5SeSiSn | wB97M-V/def2-TZVPD

As for the HOMO energy: -5.138 eV. Its spin multiplicity is 1. The energy above the lowest of the compared OMol25 structures with the same formula, charge and spin comes out at 184.79 kJ/mol. Its total energy is -12425.48646 a.u. As for the charge: -1.

```
112
Properties=species:S:1:pos:R:3:lowdin_charge:R:1
H 3.232 -2.930 -3.856 0.065
H -4.151 -0.266 1.350 0.075
C 3.894 -2.637 -1.811 -0.290
C 3.415 -2.126 -3.144 -0.069
H 5.717 -1.529 -1.921 0.122
C 3.023 0.009 3.593 -0.661
Cl -2.173 -1.481 2.991 0.706
H 1.527 1.384 4.274 0.108
C -4.534 0.703 1.050 -0.099
N -0.439 1.583 0.736 0.077
C 3.697 3.646 2.380 -0.284
H 4.150 -1.446 -3.573 0.079
H 7.158 -2.549 1.402 0.074
C -0.845 -2.516 0.915 -0.414
C -2.607 -3.923 1.868 -0.706
C 3.520 -0.714 2.526 -0.076
O -0.131 -1.443 0.907 -0.248
H 3.344 4.062 4.468 0.072
C -5.615 2.767 1.644 -0.104
H 0.203 4.279 -0.332 0.071
C 4.596 1.556 -0.670 -0.030
C 1.397 0.957 2.157 -0.198
H 3.202 -4.881 2.123 0.078
H 3.876 0.889 -1.150 0.075
C -5.125 1.518 2.005 -0.083
H -4.349 2.062 -6.821 0.094
C 2.615 4.359 1.880 -0.030
C 0.977 4.944 0.053 -0.019
O 0.390 -3.218 -0.898 -0.481
H 3.221 -1.109 0.433 0.104
H 2.459 -5.672 0.719 0.074
H 1.746 -4.211 1.381 0.081
H -2.486 -2.686 -2.140 0.107
Sn 0.205 -0.082 -0.904 1.386
H 6.990 -1.054 0.476 0.074
H -2.051 1.714 -5.973 0.100
C -5.069 0.898 -3.725 -0.107
C -4.190 1.680 -5.820 -0.106
H 5.190 2.181 1.907 0.115
C -5.551 -1.909 -0.949 -0.095
C -5.508 3.191 0.327 -0.106
H -5.890 4.163 0.037 0.098
H 7.722 -2.468 -0.269 0.082
C 2.694 -4.709 1.174 -0.049
H -4.818 2.723 -1.643 0.098
C -2.703 0.997 -4.059 -0.079
C -1.317 -4.731 0.004 -0.611
Br 3.833 -0.152 5.296 0.748
Cl -3.244 -6.394 0.956 0.650
C 3.125 -3.506 -1.022 -0.405
C -4.065 -4.089 -1.784 -0.107
C -5.364 -4.273 -1.332 -0.099
H 2.109 5.078 2.520 0.115
H -1.958 2.136 -0.512 0.098
H 0.410 3.033 3.638 0.103
H 5.320 0.955 -0.115 0.064
Si -3.470 0.005 -1.498 0.452
H -6.286 1.532 -5.374 0.094
H -3.480 -4.941 -2.106 0.067
H -5.201 1.178 3.031 0.102
Cl -3.866 -4.136 3.030 0.655
H 5.115 2.087 -1.471 0.093
C -1.257 3.598 2.417 -0.663
C 2.891 -0.549 1.302 -0.095
H 4.702 2.974 4.165 0.059
C 3.546 -3.871 0.265 -0.287
H 4.355 -1.390 2.636 0.095
C -6.108 -3.180 -0.914 -0.091
C 5.118 -2.201 -1.316 -0.025
C -4.408 1.112 -0.282 -0.230
C 3.896 2.530 0.237 -0.215
N 1.878 0.282 1.120 0.072
H -6.077 3.406 2.387 0.097
O 1.435 1.938 -1.696 -0.213
C -5.278 1.384 -5.007 -0.101
Cl -1.089 -5.919 -1.241 0.669
C -0.584 -3.566 -0.017 -0.346
H -1.693 0.854 -3.691 0.094
C -2.903 1.485 -5.345 -0.089
O 2.685 3.595 -2.558 0.024
H 1.293 5.569 -0.784 0.092
C 2.145 4.159 0.585 -0.211
C -3.780 0.697 -3.224 -0.217
H 2.475 -1.582 -3.023 0.064
H -6.144 -1.065 -0.612 0.097
H -7.120 -3.318 -0.552 0.096
H 5.120 -3.706 1.702 0.115
H -5.788 -5.269 -1.297 0.097
Br -1.789 4.997 3.572 0.757
C -4.906 2.371 -0.621 -0.099
C -2.330 -4.928 0.954 -0.723
C 2.252 2.913 -1.628 -0.676
C -1.877 -2.737 1.840 -0.591
C -1.478 2.354 0.428 -0.102
C -1.943 3.371 1.243 -0.084
C 4.337 2.744 1.537 -0.024
C 5.587 -2.596 -0.070 -0.273
C 1.938 0.847 3.433 -0.045
C 4.781 -3.412 0.713 -0.041
H -2.806 3.952 0.954 0.105
H -5.929 0.664 -3.104 0.103
C 4.177 3.856 3.793 -0.057
C -3.510 -2.817 -1.802 -0.078
Se 1.558 -4.310 -1.759 1.143
C 6.936 -2.143 0.415 -0.043
H 0.542 5.582 0.824 0.073
O -1.893 -0.027 -1.218 -0.495
C 2.773 3.219 -0.228 -0.069
C -0.159 2.829 2.745 -0.058
C -4.242 -1.703 -1.389 -0.205
H 4.865 4.702 3.860 0.076
C 0.221 1.819 1.873 -0.180
```

---

No. 2
C36H54NO10PRhS2Se2 | wB97M-V/def2-TZVPD

As for the HOMO energy (spin up / spin down): -10.406 / -10.776 eV. Its spin multiplicity is 5. The energy above the lowest of the compared OMol25 structures with the same formula, charge and spin comes out at 238.44 kJ/mol. Its total energy is -8262.30578 a.u. As for the charge: +1.

```
107
Properties=species:S:1:pos:R:3:lowdin_charge:R:1
H 5.549 -0.129 -1.283 0.106
H -1.720 -2.341 4.093 0.053
C -7.228 2.824 -3.265 -0.043
O -2.407 2.376 1.282 -0.434
H -2.412 -0.240 5.232 0.077
C -3.620 2.958 -0.952 -0.289
C -3.575 3.220 -2.315 -0.056
H -0.471 -1.713 -5.195 0.122
H 2.019 0.179 -2.432 0.056
H 1.348 -0.144 3.608 0.015
C 3.504 0.589 1.567 -0.145
Se -0.990 0.636 3.345 1.027
C 1.467 5.630 1.470 -0.053
H 3.260 -0.980 -2.939 0.099
O 3.600 -2.733 1.541 -0.273
N -1.920 -0.744 -3.977 -0.002
O 1.456 -3.440 0.230 -0.226
H 0.302 -1.048 4.718 0.045
H 2.779 -0.162 1.876 0.086
H 0.683 -1.419 -3.071 0.107
H -0.321 -3.811 2.110 0.034
H 0.230 -5.401 2.660 0.100
C -1.833 -0.472 -2.543 -0.189
C -1.121 -1.703 -1.942 -0.302
P 2.918 -2.820 0.232 0.722
H 1.307 -4.002 2.810 0.090
C -5.989 2.654 -1.081 -0.024
C 4.861 0.183 2.137 -0.172
H -1.857 -2.502 -1.792 0.168
H -3.365 0.246 3.826 0.069
H 0.398 -1.280 -0.730 0.062
C 4.894 -0.914 -0.907 -0.016
C 1.544 3.035 0.551 -0.385
C 1.405 3.269 1.910 -0.072
H 3.613 2.519 -1.320 0.103
H -1.663 -2.785 -4.474 0.120
C 3.297 0.843 0.069 -0.405
H -4.813 -0.817 1.778 0.037
H -4.843 2.484 0.734 0.113
C -4.744 3.185 -3.055 -0.034
H -7.176 3.480 -4.133 0.080
H 0.378 -1.483 2.977 0.015
H 5.255 -1.228 0.065 0.065
H 1.306 2.441 2.597 0.083
C 0.403 -0.671 3.703 -0.340
H -8.097 3.107 -2.673 0.081
H 7.112 2.573 0.976 0.101
C -2.489 -0.318 4.147 -0.506
H 5.106 -0.848 1.886 0.084
H 4.722 0.145 3.224 0.129
H 2.009 -6.636 1.245 0.100
H -0.351 -6.242 0.259 0.098
H -1.270 0.430 -2.292 0.145
O -1.588 4.302 -0.033 -0.253
H 1.257 4.771 3.426 0.114
H 4.957 -1.762 -1.592 0.095
H 6.877 0.896 2.530 0.110
H 3.671 0.722 -2.740 0.097
H 5.608 3.347 -0.629 0.112
H -4.712 3.397 -4.117 0.116
C 3.463 -0.389 -0.891 -0.509
O 2.502 -1.413 -0.455 -0.242
O -1.230 1.983 -0.749 -0.445
C 6.028 1.069 1.876 -0.075
S 1.493 1.383 -0.102 1.099
H 0.201 -3.122 -2.946 0.126
O -0.557 -1.446 -0.674 -0.118
H -3.474 -2.242 4.108 0.078
C 2.320 -5.661 0.866 -0.048
S -2.106 2.968 -0.040 0.496
C 4.072 2.007 -0.480 -0.108
H -2.630 3.461 -2.788 0.120
C 3.069 -0.091 -2.338 -0.029
H 1.631 3.881 -1.421 0.119
O -4.222 -0.549 -2.716 0.169
H -3.820 -0.716 -3.602 0.122
C -4.824 2.682 -0.329 -0.050
C -4.497 -1.824 1.518 -0.342
H -1.657 0.069 -4.517 0.129
H -0.774 -4.594 -0.232 0.078
C -1.046 -1.904 -4.292 -0.149
H 1.615 6.209 -0.591 0.115
Rh -1.556 0.224 0.757 0.844
H 2.753 -5.810 -0.125 0.092
H -4.692 -1.995 0.465 0.021
C 1.580 5.386 0.110 -0.057
C 6.169 2.037 0.969 -0.083
O -3.357 -0.147 -0.721 -0.008
C -2.570 -1.770 3.723 -0.510
C 1.370 4.576 2.368 -0.045
H -7.394 1.807 -3.628 0.086
C -5.967 2.895 -2.451 -0.265
H 3.222 1.524 2.056 0.114
H 1.430 6.649 1.832 0.112
C 1.603 4.083 -0.357 -0.092
C 0.046 -5.307 -0.136 -0.017
H 3.083 -5.263 1.537 0.077
C 1.104 -4.753 0.801 -0.612
Se -2.582 -2.027 1.787 0.991
C -3.204 -0.346 -1.914 -0.460
H -5.007 -2.570 2.123 0.034
O 0.728 0.545 0.919 -0.622
H 0.472 -5.504 -1.121 0.091
H -6.933 2.440 -0.594 0.118
C -0.170 -2.105 -3.057 -0.088
C 5.247 2.489 -0.071 -0.055
C 0.545 -4.471 2.185 -0.021
```

---

No. 3
C18H24Cl2N2OY | wB97M-V/def2-TZVPD

As for the HOMO energy: -1.728 eV. Its spin multiplicity is 1. The energy above the lowest of the compared OMol25 structures with the same formula, charge and spin comes out at 101.40 kJ/mol. Its total energy is -1843.74114 a.u. As for the charge: -1.

```
48
Properties=species:S:1:pos:R:3:lowdin_charge:R:1
C -4.463 1.114 0.790 0.015
O -1.421 0.667 1.238 -0.074
H -4.706 2.184 4.041 0.112
Cl 0.860 2.996 -0.200 -0.171
H 2.259 -2.061 0.855 0.105
C 2.494 -1.955 -0.220 -0.178
H -0.310 -1.018 3.329 0.110
H 4.670 -1.623 -0.293 0.095
H -4.789 -1.459 4.932 0.081
Y -0.257 1.090 -1.414 0.481
C -4.971 2.060 2.984 -0.054
H -1.317 -2.324 5.508 0.084
H -5.543 -0.434 3.699 0.105
C -1.328 -0.668 3.319 0.057
C 3.748 -1.030 -0.305 -0.195
H -4.939 0.284 5.227 0.089
H 0.666 -0.202 -2.640 0.057
C -6.076 2.708 2.450 -0.093
C -1.878 0.188 2.304 -0.382
H -0.947 1.552 -4.026 -0.135
H -7.263 3.057 0.666 0.096
H 2.314 1.272 -0.842 0.017
H 2.449 1.298 -2.608 0.113
C -6.392 2.554 1.086 -0.089
N -3.443 -0.319 3.869 -0.086
C 3.831 -0.129 -1.561 -0.196
C -2.306 -1.863 5.419 -0.025
C -0.672 2.154 -3.121 -0.444
C 2.488 0.609 -1.742 -0.257
H 3.752 -0.365 0.574 0.110
H -5.805 1.641 -0.796 0.114
C 1.314 -1.431 -0.975 -0.140
H 0.280 2.585 -3.493 -0.140
H -3.793 0.504 0.175 0.081
H 2.813 -2.955 -0.572 0.111
C -4.201 1.218 2.168 -0.176
N -3.195 0.403 2.753 0.045
H -6.703 3.331 3.092 0.099
H -3.042 -2.673 5.344 0.078
H 0.353 -1.933 -0.758 0.082
H 4.658 0.614 -1.500 0.112
C -2.311 -0.972 4.216 -0.269
C -5.574 1.761 0.268 -0.065
C -4.754 -0.476 4.458 -0.011
H -2.502 -1.317 6.350 0.087
Cl -1.964 -0.762 -1.771 -0.154
C 1.406 -0.444 -1.817 -0.311
H 3.960 -0.729 -2.474 0.110
```

---

No. 4
C9H9N3 | wB97M-V/def2-TZVPD

As for the HOMO energy: -8.398 eV. Its spin multiplicity is 1. The energy above the lowest of the compared OMol25 structures with the same formula, charge and spin comes out at 83.13 kJ/mol. Its total energy is -512.62314 a.u.

```
21
Properties=species:S:1:pos:R:3:lowdin_charge:R:1
H 0.808 -2.001 -2.271 0.085
H -0.565 -3.040 -2.206 0.092
C -0.692 -1.301 -0.795 -0.201
C -2.089 -1.259 -0.770 -0.040
N -2.182 0.722 0.668 0.122
C 1.327 -0.044 -0.232 -0.021
C -0.058 -0.222 -0.150 -0.139
C 1.130 1.827 1.188 -0.444
N 1.695 2.818 1.959 0.070
H 0.556 -3.006 -0.823 0.084
H 0.849 3.295 2.570 0.178
C -0.799 0.761 0.593 -0.259
C -2.722 -0.268 -0.062 -0.153
C 0.052 -2.377 -1.551 -0.053
H 3.037 1.174 0.466 0.110
H -3.777 -0.288 0.116 0.097
H 2.494 3.362 1.576 0.102
H 1.868 -0.883 -0.755 0.125
C 1.968 0.971 0.423 -0.008
H -2.730 -2.020 -1.177 0.104
N -0.172 1.780 1.232 0.150
```